The following is a DFT calculation (ωB97M-V/def2-TZVPD) of a structure of composition C22H25B2F4N10O4SeTi at a distorted geometry.

The total energy comes out at -146997.62208 eV. Its relative energy (zero: lowest compared OMol25 entry of this formula, charge and spin) is 47.9 kcal per mole. Its total charge is +1. Its multiplicity is 3. Its expectation value of S² is 2.02. For the largest force on an atom, the calculation gives 2.76 eV/Å. The HOMO-LUMO gap (spin up / spin down) comes out at 6.97 / 7.10 eV.

Each line ends with the Löwdin charge.
Atoms and positions in Å:
Ti 1.0280 -0.4934 0.4411  1.14
C 2.5632 2.6940 2.7147  0.02
C 1.7751 2.2414 1.5272  -0.24
N 2.0649 1.0978 0.9245  -0.03
O 2.6902 0.0156 1.6314  -0.07
B 1.9994 -0.4251 3.0190  -1.05
F 0.7729 0.2385 2.9808  0.17
F 2.7593 -0.1165 4.0736  0.25
O 1.7348 -1.9022 2.8813  0.10
N 0.8776 -1.9675 1.8329  -0.05
C 0.1057 -2.9624 1.6017  -0.19
C 0.0731 -4.2077 2.4092  0.03
C -0.8696 -2.6489 0.4963  -0.19
N -0.6250 -1.5246 -0.0800  -0.07
O -1.6215 -0.8359 -0.7200  0.09
B -1.7146 0.4541 0.0527  -1.07
F -1.7242 0.1800 1.4139  0.17
F -2.7554 1.2380 -0.2810  0.23
O -0.3156 1.1361 -0.2057  -0.14
N -0.2551 2.5007 0.1097  -0.29
C 0.6892 2.9772 0.9879  -0.23
C 0.4928 4.3719 1.4946  -0.04
C -2.0421 -3.5058 0.1896  0.03
H 3.4855 2.1195 2.7825  0.10
H 1.9930 2.5347 3.6316  0.11
H 2.8100 3.7518 2.6499  0.09
H 0.9624 -4.2827 3.0273  0.09
H 0.0028 -5.0787 1.7582  0.10
H -0.8025 -4.2077 3.0612  0.11
H -0.2656 4.9202 0.9408  0.04
H 1.4187 4.9422 1.4407  0.10
H 0.1894 4.3227 2.5442  0.11
H -1.6939 -4.4420 -0.2524  0.10
H -2.7035 -3.0014 -0.5091  0.10
H -2.5988 -3.7541 1.0941  0.10
N 3.7767 -2.8675 0.9217  0.22
C 2.9218 -3.1554 -0.0602  -0.41
N 2.8183 -4.4259 -0.4622  0.19
C 2.0175 -4.6190 -1.5096  -0.43
N 1.7998 -5.8737 -1.9130  0.19
N 1.4049 -3.6402 -2.2269  0.20
C 1.5566 -2.4439 -1.7202  -0.29
N 2.2235 -2.1208 -0.5951  0.10
C 1.0467 -1.2565 -2.4816  -0.22
C 0.2995 -1.3845 -3.6343  0.02
C 0.0423 -0.2175 -4.3475  -0.01
C 0.5492 0.9870 -3.8750  -0.02
C 1.2387 1.0024 -2.6685  -0.11
N 1.4805 -0.1007 -1.9706  0.08
H 4.2713 -3.6197 1.3692  0.13
H 3.8758 -1.9178 1.2482  0.11
H 2.3029 -6.6267 -1.4747  0.12
H 1.2791 -6.0368 -2.7576  0.12
H -0.0397 -2.3550 -3.9609  0.12
H -0.5349 -0.2491 -5.2588  0.12
H 0.3965 1.9088 -4.4157  0.11
H 1.6136 1.9287 -2.2478  0.11
Se -0.8155 3.6056 -1.2804  1.24
C -2.6361 3.9497 -0.8323  -0.51
C -3.5570 3.7587 -1.8523  -0.13
C -4.8916 4.0693 -1.6356  -0.07
C -5.3004 4.5319 -0.3979  -0.07
C -4.3768 4.7013 0.6245  -0.06
C -3.0384 4.4270 0.4067  -0.10
H -3.2434 3.3562 -2.8045  0.10
H -5.6102 3.9260 -2.4281  0.11
H -6.3410 4.7587 -0.2219  0.11
H -4.7005 5.0564 1.5914  0.11
H -2.3299 4.5631 1.2074  0.09

Cartesian forces (eV/Å) of the 2 atoms listed first:
1.627 1.575 -1.571
0.007 0.072 -0.025